Record 1
13
Properties=species:S:1:pos:R:3:forces:R:3:nbo_charge:R:1 method="wB97M-V/def2-TZVPD" spin_multiplicity=1 total_energy_ha=-269.545305 homo_energy_ev=-8.8 relative_energy_kj_mol=130.2 orbital_gap_ev=9.6139 smiles="C=C(C)O.O" total_charge=0
C -0.126601 -0.066945 -0.196173 0.33 -0.28 -0.11 -0.56
C 0.856611 -0.505638 -0.974015 1.30 -0.94 0.31 0.34
C 1.081282 -1.938571 -1.414766 -1.77 0.02 -1.47 -0.68
O 1.970662 0.194048 -1.368935 -0.18 0.11 0.20 -0.69
H -0.934472 -0.758024 -0.010119 -0.06 0.13 0.30 0.21
H -0.054177 0.862468 0.350826 -0.30 0.22 -0.30 0.20
H 0.445590 -2.142220 -2.292879 0.03 0.22 0.00 0.22
H 2.071774 -2.094909 -1.821426 0.33 -0.01 0.57 0.24
H 0.721586 -2.707099 -0.733579 0.51 0.24 0.45 0.23
H 1.986524 1.067806 -0.974677 -0.18 0.30 0.06 0.48
O -3.036230 1.831091 3.236599 -0.25 -0.46 0.26 -0.93
H -3.841469 2.304462 3.446250 -0.26 0.03 0.11 0.47
H -2.503245 2.477432 2.792206 0.51 0.43 -0.37 0.46

=====

Record 2
13
Properties=species:S:1:pos:R:3:forces:R:3:nbo_charge:R:1 method="wB97M-V/def2-TZVPD" spin_multiplicity=1 total_energy_ha=-269.516045 homo_energy_ev=-9.6 relative_energy_kj_mol=207.0 orbital_gap_ev=10.2654 smiles="C=CCO.O" total_charge=0
C 0.432771 -2.532625 0.932366 -0.89 1.12 0.42 -0.41
C 0.441228 -1.304711 0.380279 0.67 -1.49 -0.01 -0.20
C 0.642856 -0.093785 1.271329 -2.10 1.28 -2.05 -0.11
O 0.503192 1.076312 0.362068 3.77 -0.82 1.85 -0.73
H 0.015667 -3.452669 0.500006 0.75 0.48 -0.09 0.21
H 0.588906 -2.503875 2.026368 -0.06 -0.56 -0.55 0.18
H 0.320604 -1.112896 -0.715379 -0.07 -0.13 1.16 0.22
H 1.527106 -0.061606 1.908500 0.17 0.22 -0.58 0.20
H -0.243323 -0.025699 1.914298 0.32 -0.23 0.32 0.17
H -0.383197 1.201202 0.159631 -2.51 0.14 -0.51 0.46
O -1.371178 2.089573 -2.424146 -1.46 1.11 1.17 -0.93
H -1.992821 1.537477 -2.910977 0.11 -0.08 -0.09 0.47
H -1.990187 2.677702 -1.889669 1.31 -1.02 -1.03 0.47

=====

Record 3
14
Properties=species:S:1:pos:R:3:forces:R:3:nbo_charge:R:1 method="wB97M-V/def2-TZVPD" spin_multiplicity=1 total_energy_ha=-667.663420 homo_energy_ev=0.4 relative_energy_kj_mol=136.1 orbital_gap_ev=5.7426 total_charge=-2
C 0.310677 -0.057697 -0.325093 -0.92 -2.91 -0.27 -0.01
O 1.591438 0.051347 0.088986 1.90 0.96 -0.96 -0.91
C -0.683034 -0.333654 0.835837 2.92 1.42 1.97 -0.47
C -2.170973 -0.390392 0.637440 -0.06 -3.65 1.07 -0.50
S -3.358920 -0.378089 2.124856 0.73 0.15 -0.48 -0.81
H 0.020610 0.811966 -0.864548 -0.82 0.91 -1.02 0.11
H 0.217778 -1.022104 -0.957351 -0.22 1.10 -0.24 0.06
H -0.347154 0.476050 1.510528 -0.84 0.45 0.07 0.18
H -0.100456 -1.107899 1.398920 -1.33 -0.49 -0.45 0.19
H -2.315875 -1.481404 0.218290 -0.29 2.31 -0.12 0.17
H -2.451159 0.432532 0.034750 -0.49 0.42 -1.14 0.18
H 2.353112 0.541837 -1.103792 1.47 0.09 0.12 0.52
H 3.699268 1.582133 -1.640267 1.60 2.78 1.58 0.42
O 3.234691 0.875380 -1.958559 -3.64 -3.54 -0.13 -1.13

=====

Record 4
14
Properties=species:S:1:pos:R:3:forces:R:3:nbo_charge:R:1 method="wB97M-V/def2-TZVPD" spin_multiplicity=1 total_energy_ha=-667.757945 homo_energy_ev=-8.9 relative_energy_kj_mol=60.4 orbital_gap_ev=9.6155 smiles="O=CO.CCS" total_charge=0
O -1.266412 0.072242 -2.427440 0.51 -0.40 -0.84 -0.56
C -2.277332 -0.237586 -1.892698 -1.11 0.47 1.07 0.64
O -2.706728 0.421561 -0.778809 -0.12 -0.79 -0.68 -0.68
H -3.026130 -0.986990 -2.152142 0.20 -0.33 -0.34 0.12
H -1.997820 1.058604 -0.724194 0.46 0.99 0.71 0.48
C 1.631272 -0.320635 1.754796 -1.42 -1.16 -0.20 -0.62
C 1.146364 -0.422092 0.308971 0.65 1.80 -0.10 -0.47
S 1.312000 1.272267 -0.483474 0.14 -0.66 -0.09 -0.07
H 1.586175 -1.327895 2.192962 0.38 0.14 0.04 0.21
H 0.841579 0.221953 2.274004 0.41 0.40 0.31 0.21
H 2.608918 0.124448 1.872482 0.06 0.11 -0.03 0.22
H 1.766113 -1.055217 -0.315738 -0.09 -0.19 -0.06 0.22
H 0.095326 -0.674675 0.231606 0.03 -0.39 0.01 0.21
H 0.286671 1.854018 0.139671 -0.10 0.02 0.20 0.10

=====

Record 5
14
Properties=species:S:1:pos:R:3:forces:R:3:nbo_charge:R:1 method="wB97M-V/def2-TZVPD" spin_multiplicity=1 total_energy_ha=-667.635310 homo_energy_ev=-9.7 relative_energy_kj_mol=382.3 orbital_gap_ev=8.0747 total_charge=0
O -2.595939 1.746301 -0.168142 2.33 -3.89 -0.82 -0.51
C -1.983979 0.678960 -0.469738 -2.00 2.90 0.18 0.44
C -0.593480 0.332110 0.006401 0.09 1.78 0.08 -0.55
C 0.396289 0.195417 -1.124326 -1.60 0.86 -2.39 -0.57
S 1.969865 -0.386311 -0.646877 -1.05 -4.65 -0.60 0.05
H -2.424250 0.027687 -1.254628 -0.08 0.02 0.32 0.11
H -0.407239 -0.512636 0.652964 -0.94 -0.27 0.35 0.25
H -0.335159 1.253207 0.522785 0.32 -0.21 0.68 0.24
H 0.020065 -0.506586 -1.901147 0.11 0.81 0.41 0.21
H 0.573088 1.130889 -1.668195 -0.33 0.15 0.27 0.22
H 0.922394 -2.010783 -0.964268 3.05 2.52 1.15 0.12
H 1.931916 -0.599433 3.032665 -2.53 0.08 -1.86 0.47
H 1.430141 -0.781747 1.567439 0.81 -0.30 -1.48 0.47
O 1.096289 -0.567075 2.415065 1.82 0.21 3.72 -0.96

=====

Record 6
14
Properties=species:S:1:pos:R:3:forces:R:3:nbo_charge:R:1 method="wB97M-V/def2-TZVPD" spin_multiplicity=1 total_energy_ha=-344.662518 homo_energy_ev=-9.1 relative_energy_kj_mol=487.9 orbital_gap_ev=9.8581 smiles=OCC(O)CO total_charge=0
O 1.686083 -0.177798 0.769493 -0.54 0.89 -1.46 -0.79
C 0.852406 0.769944 -0.134043 8.44 -0.78 0.32 -0.05
C -0.492356 0.529229 0.122827 0.39 -1.47 0.32 -0.05
O -0.986519 1.564843 -0.710851 -6.69 -2.11 2.40 -0.66
C -0.802965 -0.891810 -0.090465 -6.76 -0.54 -11.40 -0.04
O -0.489233 -1.982459 0.517002 2.66 -2.36 5.11 -0.69
H 2.601126 0.069890 0.554723 -0.42 -0.38 0.29 0.47
H 1.387266 0.702123 -1.221022 -2.26 -0.13 2.24 0.20
H 1.149005 1.705394 0.283257 0.02 1.10 -0.14 0.19
H -0.712740 0.404579 1.175280 -0.07 2.29 1.20 0.19
H -2.019600 1.382347 -0.401074 3.18 1.62 -2.03 0.47
H -1.984812 -0.942402 -0.364542 1.76 0.41 1.49 0.15
H -0.636411 -1.289573 -1.263047 0.46 2.12 1.49 0.11
H 0.448749 -1.844306 0.762463 -0.18 -0.67 0.16 0.50

=====

Record 7
14
Properties=species:S:1:pos:R:3:forces:R:3:nbo_charge:R:1 method="wB97M-V/def2-TZVPD" spin_multiplicity=1 total_energy_ha=-344.804278 homo_energy_ev=-10.3 relative_energy_kj_mol=115.7 orbital_gap_ev=10.9791 smiles=OCC(O)CO total_charge=0
O 1.505544 1.599714 -0.055511 0.20 0.02 0.13 -0.74
C 1.168774 0.219908 -0.251778 -0.05 -0.27 -0.03 -0.10
C -0.343265 0.140508 -0.544423 0.09 -0.18 -0.13 0.04
O -0.974526 1.105963 0.274882 0.00 0.23 -0.05 -0.74
C -0.985669 -1.196615 -0.173603 0.07 -0.01 -0.31 -0.08
O -0.860220 -1.430734 1.210109 -0.06 0.19 0.16 -0.72
H 1.884818 1.719796 0.821725 0.01 -0.09 -0.17 0.48
H 1.769324 -0.153903 -1.087686 -0.19 -0.06 0.09 0.18
H 1.388585 -0.373344 0.642451 0.00 0.13 -0.10 0.19
H -0.536547 0.350045 -1.608633 0.04 0.02 0.15 0.16
H -0.312481 1.820711 0.315567 -0.37 0.00 0.09 0.49
H -2.045894 -1.162241 -0.473055 0.21 0.03 0.04 0.17
H -0.523489 -2.040720 -0.697314 0.05 0.19 0.04 0.18
H -1.111062 -0.585634 1.615170 0.01 -0.20 0.09 0.48

=====

Record 8
14
Properties=species:S:1:pos:R:3:forces:R:3:nbo_charge:R:1 method="wB97M-V/def2-TZVPD" spin_multiplicity=1 total_energy_ha=-344.755271 homo_energy_ev=-10.2 relative_energy_kj_mol=244.4 orbital_gap_ev=11.0392 smiles="O=CCCO.O" total_charge=0
O -0.854082 1.185751 1.256198 -1.06 0.24 1.05 -0.52
C 0.319515 1.220617 1.084817 2.16 -0.47 -0.96 0.46
C 0.916011 0.646753 -0.211755 0.60 -1.02 -0.23 -0.60
C -0.260152 0.475763 -1.110909 -2.50 3.57 -1.18 -0.06
O -1.043014 -0.642809 -0.958746 0.49 -1.78 -3.02 -0.73
H 1.042333 1.623617 1.797471 -0.03 0.17 0.51 0.12
H 1.588370 1.236195 -0.831200 0.32 0.85 0.76 0.25
H 1.545765 -0.278978 -0.022360 -1.02 0.78 0.07 0.26
H -0.942784 1.432870 -0.820044 1.42 -1.97 -1.12 0.17
H -0.093286 0.622860 -2.238191 0.21 -0.68 1.73 0.20
H -1.509762 -0.868445 -0.193997 -1.47 1.11 1.92 0.48
O 0.008235 -2.091805 1.010937 0.05 -2.24 1.30 -0.96
H -0.359494 -3.013084 0.912302 0.57 1.65 0.00 0.47
H -0.357656 -1.549303 0.325476 0.27 -0.24 -0.83 0.46